1.
C14H17BCl3NO2 | ωB97M-V with the def2-TZVPD basis set

Values from the calculation:
Net charge: 0
E_LUMO: -2.63 eV
Gap between HOMO and LUMO: 5.93 eV
ΔE to the lowest compared entry with this formula, charge and spin: 33.0 kcal/mol

Element x y z (Å)
Cl1 -2.020 0.083 -2.706
B1 -2.057 -0.740 -1.020
Cl2 -3.587 -1.899 -0.986
Cl3 -0.515 -1.841 -0.826
O1 -2.269 0.243 0.032
C1 -2.344 -0.042 1.422
C2 -1.312 0.896 2.032
C3 -0.594 0.485 3.149
C4 0.218 1.389 3.842
C5 0.395 2.686 3.341
C6 -0.184 3.038 2.111
C7 -0.989 2.121 1.432
H1 -1.987 -1.072 1.565
H2 -0.725 -0.534 3.502
H3 0.675 1.096 4.792
H4 0.963 3.423 3.923
H5 -0.030 4.041 1.702
H6 -1.410 2.386 0.470
C8 -2.723 -4.118 4.171
C9 -3.275 -2.995 3.332
N1 -3.256 -1.718 3.960
C10 -3.725 -0.577 3.457
C11 -3.702 -0.205 1.972
C12 -4.894 0.852 1.948
C13 -5.376 1.161 3.380
C14 -4.587 0.250 4.335
O2 -3.718 -3.147 2.233
H7 -2.905 -3.985 5.243
H8 -3.206 -5.041 3.833
H9 -1.643 -4.208 3.998
H10 -3.169 -1.769 4.967
H11 -4.065 -1.052 1.362
H12 -4.618 1.714 1.344
H13 -5.742 0.343 1.464
H14 -5.246 2.220 3.613
H15 -6.450 0.978 3.521
H16 -5.274 -0.317 4.995
H17 -3.954 0.820 5.036

For reference, the Löwdin charges in units of e are: Cl 0.444; B -1.822; Cl 0.454; Cl 0.416; O -0.166; C -0.310; C -0.138; C -0.051; C -0.088; C -0.094; C -0.068; C 0.002; H 0.127; H 0.101; H 0.100; H 0.102; H 0.107; H 0.124; C 0.026; C -0.431; N 0.191; C -0.047; C -0.150; C -0.075; C -0.154; C -0.083; O 0.154; H 0.084; H 0.102; H 0.108; H 0.163; H 0.102; H 0.124; H 0.123; H 0.113; H 0.115; H 0.143; H 0.148

---

2.
C19H29ClN2O2 | ωB97M-V with the def2-TZVPD basis set

Values from the calculation:
Net charge: 0
E_LUMO: 0.53 eV
Gap between HOMO and LUMO: 8.78 eV
SMILES string: CCCCN1CCC(CCC(=O)c2cc(Cl)c(N)cc2OC)CC1
ΔE to the lowest compared entry with this formula, charge and spin: 0.0 kcal/mol

Element x y z (Å)
C1 -8.064 0.393 -1.026
C2 -7.011 0.206 0.060
C3 -6.572 -1.250 0.189
C4 -5.395 -1.395 1.157
N1 -4.276 -0.558 0.768
C5 -3.518 -1.098 -0.345
C6 -2.553 -0.049 -0.887
C7 -1.590 0.418 0.204
C8 -0.707 1.583 -0.255
C9 0.119 1.296 -1.515
C10 0.992 0.076 -1.343
O1 0.632 -0.994 -1.798
C11 2.290 0.179 -0.637
C12 3.014 -1.017 -0.561
C13 4.254 -1.088 0.016
Cl1 5.104 -2.603 0.081
C14 4.855 0.056 0.560
N2 6.113 0.013 1.075
C15 4.136 1.250 0.502
C16 2.879 1.337 -0.081
O2 2.189 2.503 -0.132
C17 2.744 3.673 0.421
C18 -2.407 0.847 1.425
C19 -3.375 -0.250 1.859
H1 -8.365 1.436 -1.094
H2 -7.670 0.088 -1.993
H3 -8.945 -0.208 -0.812
H4 -6.130 0.807 -0.169
H5 -7.409 0.550 1.017
H6 -6.295 -1.628 -0.796
H7 -7.401 -1.862 0.554
H8 -5.725 -1.070 2.148
H9 -5.106 -2.460 1.234
H10 -4.211 -1.390 -1.135
H11 -2.949 -1.997 -0.039
H12 -1.996 -0.488 -1.715
H13 -3.126 0.804 -1.255
H14 -0.949 -0.424 0.485
H15 -0.031 1.851 0.559
H16 -1.342 2.449 -0.460
H17 -0.553 1.098 -2.351
H18 0.727 2.169 -1.747
H19 2.555 -1.897 -0.986
H20 6.433 0.776 1.645
H21 6.509 -0.898 1.240
H22 4.605 2.125 0.925
H23 3.673 3.958 -0.081
H24 1.996 4.448 0.263
H25 2.925 3.564 1.495
H26 -1.744 1.097 2.256
H27 -2.988 1.736 1.170
H28 -3.964 0.102 2.711
H29 -2.803 -1.141 2.182

For reference, the Löwdin charges in units of e are: C -0.119; C -0.272; C -0.207; C -0.214; N -0.188; C -0.183; C -0.139; C -0.331; C -0.154; C -0.108; C -0.350; O 0.072; C -0.066; C -0.031; C -0.589; Cl 0.691; C -0.339; N 0.112; C 0.034; C -0.206; O -0.111; C -0.067; C -0.148; C -0.199; H 0.065; H 0.069; H 0.068; H 0.099; H 0.108; H 0.098; H 0.113; H 0.116; H 0.122; H 0.114; H 0.132; H 0.106; H 0.127; H 0.147; H 0.110; H 0.123; H 0.118; H 0.113; H 0.121; H 0.102; H 0.056; H 0.105; H 0.099; H 0.099; H 0.099; H 0.116; H 0.121; H 0.118; H 0.127

---

3.
C20H24F12N10O8S4Zn | ωB97M-V with the def2-TZVPD basis set

Values from the calculation:
Net charge: 0
E_LUMO: -0.92 eV
Gap between HOMO and LUMO: 10.10 eV
ΔE to the lowest compared entry with this formula, charge and spin: 71.8 kcal/mol

Element x y z (Å)
Zn1 0.077 1.549 -1.011
C1 1.900 4.724 0.704
F1 1.751 6.029 1.224
F2 2.505 4.761 -0.426
F3 2.554 3.946 1.524
S1 0.059 4.177 0.404
O1 -0.055 2.986 1.270
O2 -0.835 5.315 0.745
N1 0.056 3.510 -1.203
S2 -0.249 4.803 -2.062
O3 -1.673 5.051 -2.343
O4 0.548 5.948 -1.732
C2 0.444 4.149 -3.797
F4 0.342 5.104 -4.730
F5 1.772 3.751 -3.624
F6 -0.173 3.067 -4.350
C3 -0.453 -2.696 -1.760
F7 0.161 -3.784 -2.208
F8 -0.766 -1.821 -2.785
F9 -1.654 -3.013 -1.124
S3 0.807 -1.701 -0.591
O5 1.232 -2.625 0.472
O6 1.957 -1.427 -1.445
N2 0.038 -0.127 -0.168
S4 -0.631 -0.429 1.262
O7 -1.593 0.619 1.581
O8 -1.110 -1.776 1.374
C4 0.774 -0.091 2.529
F10 0.268 -0.151 3.764
F11 1.752 -1.006 2.362
F12 1.358 1.055 2.225
C5 0.748 -0.490 -5.215
C6 0.593 0.270 -4.004
N3 0.398 0.828 -3.017
H1 1.757 -0.124 -5.404
H2 0.128 -0.152 -6.045
H3 0.616 -1.562 -5.066
C7 -3.383 -4.390 2.634
C8 -4.581 -4.041 3.394
N4 -5.505 -3.785 4.090
H4 -2.769 -5.150 3.116
H5 -2.794 -3.485 2.486
H6 -3.584 -4.902 1.693
C9 2.192 2.912 4.788
C10 2.593 4.106 5.487
N5 2.892 5.097 6.035
H7 2.999 2.191 4.666
H8 1.771 3.137 3.808
H9 1.364 2.410 5.289
C11 -0.261 -6.918 -3.994
C12 0.578 -7.703 -3.028
N6 1.178 -8.263 -2.286
H10 -0.781 -6.174 -3.391
H11 -0.946 -7.701 -4.318
H12 0.324 -6.602 -4.858
C13 -2.956 3.276 2.889
C14 -4.090 4.082 3.189
N7 -5.055 4.729 3.440
H13 -2.128 3.827 3.336
H14 -2.857 3.196 1.807
H15 -3.214 2.261 3.191
C15 2.297 -5.498 0.389
C16 3.674 -5.591 0.797
N8 4.770 -5.610 1.271
H16 1.964 -6.536 0.376
H17 2.174 -5.057 -0.600
H18 1.723 -4.969 1.149
C17 -4.796 1.381 -0.646
C18 -3.340 1.499 -0.972
N9 -2.135 1.578 -1.270
H19 -4.887 0.552 0.057
H20 -5.534 1.200 -1.428
H21 -5.054 2.285 -0.094
C19 4.182 0.341 0.280
C20 3.151 1.178 -0.339
N10 2.292 1.830 -0.808
H22 3.749 0.163 1.264
H23 5.120 0.895 0.276
H24 4.263 -0.422 -0.494

For reference, the Löwdin charges in units of e are: Zn 0.470; C -0.636; F 0.084; F 0.169; F 0.170; S 0.743; O -0.370; O -0.269; N -0.374; S 0.594; O -0.288; O -0.256; C -0.538; F 0.134; F 0.057; F 0.076; C -0.504; F 0.152; F 0.077; F 0.095; S 0.751; O -0.302; O -0.314; N -0.336; S 0.589; O -0.302; O -0.284; C -0.614; F 0.164; F 0.106; F 0.121; C -0.007; C -0.197; N 0.187; H 0.105; H 0.104; H 0.095; C -0.080; C -0.264; N 0.114; H 0.084; H 0.060; H 0.079; C -0.086; C -0.271; N 0.129; H 0.087; H 0.054; H 0.086; C -0.048; C -0.295; N 0.133; H 0.066; H 0.077; H 0.081; C -0.088; C -0.292; N 0.116; H 0.096; H 0.064; H 0.089; C -0.091; C -0.271; N 0.112; H 0.080; H 0.070; H 0.076; C -0.025; C -0.088; N 0.152; H 0.090; H 0.092; H 0.089; C 0.003; C -0.183; N 0.171; H 0.087; H 0.101; H 0.095

---

4.
C5H12N2O2 | ωB97M-V with the def2-TZVPD basis set

Values from the calculation:
Net charge: 0
E_LUMO: 0.77 eV
Gap between HOMO and LUMO: 10.27 eV
ΔE to the lowest compared entry with this formula, charge and spin: 56.6 kcal/mol

Element x y z (Å)
C1 -1.931 -0.803 0.081
C2 2.128 0.880 -1.168
C3 2.311 0.204 1.179
C4 -2.995 0.109 -0.515
N1 1.415 0.462 0.045
N2 -0.650 -0.134 0.078
C5 0.492 -0.747 -0.223
O1 -2.288 -1.233 1.392
O2 0.858 -1.825 -0.621
H1 -2.355 -0.449 1.952
H2 0.139 0.865 0.293
H3 -1.846 -1.728 -0.495
H4 1.399 1.106 -1.945
H5 2.717 1.773 -0.957
H6 1.712 -0.063 2.049
H7 2.887 1.103 1.402
H8 2.994 -0.619 0.951
H9 2.787 0.082 -1.521
H10 -3.967 -0.382 -0.485
H11 -3.055 1.040 0.056
H12 -2.752 0.358 -1.549

For reference, the Löwdin charges in units of e are: C -0.448; C -0.054; C -0.054; C -0.042; N -0.235; N 0.068; C -0.536; O -0.024; O 0.090; H 0.087; H 0.212; H 0.150; H 0.094; H 0.087; H 0.095; H 0.087; H 0.095; H 0.095; H 0.078; H 0.077; H 0.078